DFT (the ωB97M-V functional and the def2-TZVPD basis) results for a 2-piece molecular cluster, C4H13N4S overall at a distorted geometry.

## Properties
LUMO: -2.79 eV
E: -21146.750 eV
HOMO level: -12.256 eV

Geometry as ORCA input:
```
! wB97M-V def2-TZVPD RIJCOSX def2/J DEFGRID3
* xyz 1 1
C 2.229 -0.458 0.232
C 1.705 -1.887 0.312
C -4.529 0.091 1.117
C -1.929 -0.150 -0.194
N 1.575 0.240 -0.608
N 3.489 -0.156 0.610
N -1.120 -0.102 -1.179
N 2.038 1.422 -0.919
S -3.657 -0.111 -0.415
H 2.260 -2.484 -0.459
H 1.862 -2.355 1.279
H 0.587 -1.887 0.199
H -5.527 0.388 0.764
H -4.251 0.880 1.823
H -4.683 -1.037 1.532
H -1.374 -0.283 0.718
H 4.077 -0.951 0.925
H 3.776 0.801 0.693
H -1.427 0.060 -2.150
H 0.571 0.091 -0.831
H 1.439 2.222 -1.017
H 2.827 1.315 -1.556
*
```

***

DFT (the ωB97M-V functional and the def2-TZVPD basis) results for one molecule with the formula C5H8 at a distorted geometry.

## Properties
LUMO: 0.41 eV
E: -5310.679 eV
HOMO level: -9.923 eV

Geometry as ORCA input:
```
! wB97M-V def2-TZVPD RIJCOSX def2/J DEFGRID3
* xyz 0 1
C -0.233 -0.683 0.682
C -1.450 -0.144 -0.068
C 0.072 1.662 -1.288
C 1.037 1.011 -0.689
C 1.146 -0.259 0.121
H -0.283 -1.776 0.660
H -0.307 -0.386 1.733
H -1.710 -0.751 -0.941
H -2.305 -0.058 0.615
H -1.284 0.867 -0.475
H 1.877 1.709 -0.808
H 1.572 -1.078 -0.480
H 1.867 -0.114 0.939
*
```

***

DFT (the ωB97M-V functional and the def2-TZVPD basis) results for C81H126INO57V as an isolated structure at a distorted geometry.

## Properties
LUMO: 1.02 eV
E: -238020.895 eV
HOMO level: -5.348 eV

Geometry as ORCA input:
```
! wB97M-V def2-TZVPD RIJCOSX def2/J DEFGRID3
* xyz -1 1
O -1.651 3.464 3.845
V -2.115 2.264 3.082
O -2.539 1.114 4.131
I -3.920 4.101 1.457
C 1.922 0.082 0.826
C 0.890 0.741 -0.092
C 0.960 0.155 -1.510
C 0.186 -1.067 -1.809
C -1.266 -0.809 -1.298
C -1.400 -0.542 0.188
N -0.466 0.598 0.449
O -0.563 1.232 1.784
C -1.213 -1.850 1.048
C -2.838 -0.053 0.352
C 1.316 2.227 -0.288
H 1.672 -0.823 1.380
H 2.172 0.797 1.610
H 2.784 -0.088 0.182
H 1.929 -0.204 -1.858
H 0.880 0.922 -2.280
H 0.704 -1.836 -1.236
H 0.252 -1.235 -2.884
H -1.739 -1.788 -1.372
H -1.815 -0.202 -2.018
H -1.640 -2.774 0.659
H -1.655 -1.739 2.038
H -0.138 -1.963 1.189
H -3.575 -0.677 -0.154
H -2.875 0.971 -0.020
H -3.141 -0.017 1.398
H 0.627 2.936 -0.747
H 2.349 2.205 -0.635
H 1.449 2.744 0.663
C -2.954 5.715 -2.960
C -4.032 6.721 -2.966
C -3.651 8.127 -3.227
O -4.764 8.737 -3.997
C -5.466 7.628 -4.471
O -6.586 7.672 -4.924
O -4.954 6.436 -4.039
H -2.184 5.756 -2.190
H -2.405 5.904 -3.883
H -3.396 4.720 -2.915
H -4.511 6.762 -1.988
H -2.608 8.234 -3.524
H -3.547 8.573 -2.238
C -1.941 -5.182 6.911
C -1.240 -4.962 5.555
C -2.188 -4.790 4.444
O -1.562 -3.913 3.521
C -0.593 -3.292 4.164
O 0.120 -2.342 3.796
O -0.507 -3.805 5.396
H -2.810 -4.530 7.001
H -1.290 -5.102 7.782
H -2.084 -6.261 6.979
H -0.519 -5.774 5.466
H -3.186 -4.672 4.866
H -2.096 -5.785 4.007
C 0.656 -7.149 2.854
C 1.477 -7.060 1.503
C 2.591 -6.022 1.473
O 3.818 -6.676 1.194
C 3.555 -7.974 1.339
O 4.445 -8.800 1.193
O 2.226 -8.149 1.606
H 0.136 -6.202 2.997
H 1.348 -7.467 3.634
H -0.020 -7.981 2.659
H 0.925 -7.049 0.564
H 2.736 -5.342 2.313
H 2.375 -5.426 0.586
C 0.409 3.199 -5.755
C 0.865 3.544 -4.341
C 2.245 4.322 -4.514
O 2.035 5.537 -3.921
C 0.730 5.781 -3.641
O 0.309 6.894 -3.378
O 0.049 4.639 -3.868
H 0.430 3.989 -6.505
H -0.620 2.841 -5.781
H 1.126 2.458 -6.110
H 0.941 2.870 -3.488
H 2.502 4.517 -5.555
H 3.082 3.863 -3.988
C -1.565 -2.925 -5.584
C -2.893 -3.388 -5.054
C -3.868 -3.520 -6.255
O -4.408 -4.742 -5.907
C -3.710 -5.334 -4.892
O -3.783 -6.433 -4.368
O -2.678 -4.572 -4.560
H -1.174 -3.801 -6.101
H -0.844 -2.727 -4.791
H -1.504 -2.072 -6.259
H -3.168 -2.742 -4.220
H -3.475 -3.531 -7.272
H -4.678 -2.804 -6.394
C 1.665 5.345 3.195
C 1.893 4.461 4.349
C 1.386 3.032 4.456
O 2.433 2.331 5.186
C 3.518 3.009 5.283
O 4.556 2.576 5.750
O 3.213 4.345 4.733
H 2.214 6.267 3.385
H 0.664 5.772 3.144
H 1.910 4.914 2.223
H 1.474 5.024 5.182
H 1.313 2.685 3.426
H 0.463 2.945 5.028
C -3.551 1.570 -7.068
C -3.226 0.498 -6.024
C -3.567 0.820 -4.557
O -4.878 0.144 -4.322
C -5.062 -0.725 -5.296
O -5.962 -1.525 -5.295
O -4.166 -0.575 -6.212
H -3.028 1.542 -8.024
H -3.189 2.407 -6.471
H -4.551 1.849 -7.400
H -2.184 0.192 -5.927
H -3.573 1.833 -4.156
H -2.798 0.349 -3.943
C 5.533 3.707 1.254
C 5.905 4.599 2.367
C 6.698 3.958 3.490
O 7.810 4.745 3.588
C 7.943 5.557 2.602
O 8.759 6.315 2.591
O 6.899 5.498 1.898
H 4.969 2.835 1.584
H 6.484 3.303 0.905
H 4.959 4.049 0.392
H 5.003 5.136 2.657
H 7.291 3.061 3.311
H 6.250 3.839 4.477
C 8.049 -1.637 -2.184
C 6.757 -1.122 -2.823
C 6.534 0.371 -2.403
O 6.171 0.954 -3.618
C 6.320 0.062 -4.668
O 6.092 0.338 -5.861
O 6.822 -1.107 -4.228
H 8.353 -2.661 -2.402
H 7.791 -1.746 -1.130
H 8.988 -1.151 -2.449
H 5.955 -1.746 -2.429
H 7.459 0.844 -2.071
H 5.694 0.364 -1.709
C 1.177 -8.383 -3.950
C -0.006 -7.339 -3.658
C -1.225 -7.829 -2.977
O -1.384 -6.892 -1.962
C -0.375 -6.129 -1.741
O -0.313 -5.182 -1.030
O 0.447 -6.313 -2.806
H 2.002 -8.216 -3.258
H 1.441 -8.221 -4.995
H 0.839 -9.417 -3.873
H -0.335 -6.854 -4.577
H -1.302 -8.879 -2.695
H -2.147 -7.792 -3.556
C -4.689 -5.655 -1.372
C -4.173 -4.326 -0.684
C -5.051 -3.129 -0.776
O -5.388 -2.838 0.548
C -4.755 -3.557 1.393
O -4.743 -3.593 2.604
O -4.146 -4.529 0.703
H -3.849 -6.285 -1.662
H -5.415 -5.493 -2.169
H -5.120 -6.145 -0.498
H -3.190 -4.064 -1.075
H -5.938 -3.393 -1.352
H -4.602 -2.283 -1.296
C 2.968 -2.041 5.996
C 3.727 -2.173 4.669
C 5.199 -1.619 4.770
O 5.927 -2.789 4.701
C 5.160 -3.882 4.343
O 5.618 -4.968 4.012
O 3.821 -3.511 4.274
H 1.917 -2.329 5.961
H 2.735 -1.051 6.386
H 3.359 -2.463 6.922
H 3.204 -1.557 3.938
H 5.307 -1.119 5.733
H 5.434 -0.981 3.918
C 3.848 -3.756 -1.519
C 4.184 -3.359 -0.066
C 5.378 -3.956 0.593
O 6.100 -2.802 1.006
C 5.634 -1.671 0.444
O 6.271 -0.566 0.361
O 4.472 -1.912 -0.190
H 3.549 -4.800 -1.427
H 4.783 -3.621 -2.063
H 2.970 -3.397 -2.058
H 3.252 -3.542 0.469
H 5.926 -4.772 0.121
H 4.995 -4.403 1.510
C -4.979 1.762 6.200
C -5.729 1.749 7.563
C -5.053 2.702 8.620
O -6.229 3.371 9.186
C -7.278 2.988 8.470
O -8.401 3.341 8.838
O -6.982 2.385 7.332
H -5.548 1.225 5.441
H -3.986 1.346 6.374
H -4.825 2.742 5.747
H -5.949 0.740 7.910
H -4.135 3.239 8.382
H -4.748 2.018 9.412
C 3.531 -2.266 -6.220
C 2.601 -1.026 -6.363
C 3.048 0.170 -7.319
O 1.820 0.362 -7.922
C 0.913 -0.587 -7.666
O -0.248 -0.602 -8.124
O 1.427 -1.543 -6.917
H 3.880 -2.741 -7.137
H 3.018 -3.092 -5.726
H 4.438 -2.101 -5.639
H 2.419 -0.580 -5.386
H 3.880 -0.004 -8.001
H 3.424 0.958 -6.667
C -6.126 3.888 -2.027
C -6.287 2.385 -2.204
C -5.910 1.475 -0.985
O -7.055 0.740 -0.634
C -8.082 1.006 -1.436
O -9.182 0.528 -1.267
O -7.687 1.925 -2.386
H -6.728 4.252 -1.195
H -6.339 4.492 -2.909
H -5.115 4.170 -1.734
H -5.782 2.119 -3.133
H -5.544 2.111 -0.178
H -5.102 0.812 -1.295
C 0.691 10.255 -0.711
C 0.449 8.761 -1.059
C 1.135 7.810 -0.122
O 0.047 7.139 0.544
C -1.157 7.475 0.011
O -2.212 7.070 0.516
O -0.946 8.393 -0.945
H 0.341 11.033 -1.389
H 1.776 10.360 -0.725
H 0.326 10.448 0.298
H 0.896 8.612 -2.042
H 1.729 8.505 0.471
H 1.709 7.106 -0.724
C -0.779 -1.322 7.716
C 0.072 -0.096 8.181
C 0.481 0.822 7.017
O -0.065 2.038 7.342
C -0.733 1.981 8.528
O -1.449 2.886 9.033
O -0.699 0.780 9.024
H -0.317 -1.707 6.807
H -1.741 -1.128 7.241
H -0.877 -2.125 8.446
H 1.019 -0.364 8.649
H 0.204 0.399 6.052
H 1.559 0.719 6.900
*
```

***

DFT (the ωB97M-V functional and the def2-TZVPD basis) results for one molecule with the formula C22H31N3O2.

## Properties
LUMO: 0.74 eV
SMILES: Cc1cc(C(=O)N2CCN(C(=O)C3=CCC3)[C@H]3CCCC[C@@H]3C2)c(C)n1C
E: -31882.414 eV
HOMO level: -7.830 eV

Geometry as ORCA input:
```
! wB97M-V def2-TZVPD RIJCOSX def2/J DEFGRID3
* xyz 0 1
C -4.469 -2.306 -2.262
C -3.213 -1.531 -2.104
C -1.913 -1.948 -2.113
C -1.088 -0.798 -1.936
C 0.404 -0.757 -1.860
O 1.079 -0.229 -2.732
N 0.987 -1.408 -0.803
C 2.430 -1.416 -0.683
C 2.979 -0.656 0.551
N 2.075 0.311 1.127
C 1.884 1.527 0.529
O 0.923 2.234 0.789
C 2.967 2.066 -0.356
C 3.629 3.207 -0.184
C 4.453 3.069 -1.438
C 3.713 1.713 -1.640
C 1.089 -0.233 2.069
C 0.729 0.718 3.201
C -0.220 0.058 4.193
C -1.461 -0.476 3.494
C -1.076 -1.451 2.396
C -0.133 -0.832 1.376
C 0.229 -1.882 0.337
C -1.916 0.287 -1.827
C -1.601 1.722 -1.642
N -3.204 -0.169 -1.925
C -4.375 0.675 -1.846
H -4.232 -3.345 -2.479
H -5.081 -2.289 -1.355
H -5.083 -1.929 -3.084
H -1.577 -2.965 -2.248
H 2.750 -2.464 -0.587
H 2.858 -1.043 -1.602
H 3.278 -1.349 1.335
H 3.899 -0.141 0.259
H 3.575 3.980 0.572
H 4.248 3.813 -2.210
H 5.534 2.995 -1.308
H 4.366 0.839 -1.597
H 3.100 1.625 -2.533
H 1.609 -1.072 2.557
H 1.649 1.029 3.706
H 0.266 1.621 2.810
H 0.285 -0.764 4.717
H -0.501 0.786 4.957
H -2.123 -0.963 4.215
H -2.023 0.359 3.061
H -0.594 -2.330 2.850
H -1.965 -1.826 1.880
H -0.653 -0.014 0.862
H -0.703 -2.316 -0.029
H 0.778 -2.718 0.787
H -0.539 1.893 -1.794
H -2.142 2.346 -2.358
H -1.838 2.074 -0.634
H -4.218 1.455 -1.105
H -4.591 1.142 -2.810
H -5.233 0.079 -1.547
*
```